[1]
C38H52N9O2PRbS | ωB97M-V/def2-TZVPD

Geometry (Å):
Rb 0.02680 0.83711 0.81978
S 1.64737 -1.58297 2.14375
P -1.17228 0.92676 -2.48123
O 1.62735 -1.89902 0.70930
O 2.53376 -0.48839 2.48330
N 0.15746 -1.39468 2.55006
N -0.89837 5.03019 1.71992
N 2.67047 -5.12233 0.43812
N -1.59491 3.29396 0.31701
N 0.19843 3.14336 2.62636
N -1.36440 -0.25943 3.82385
N 3.91129 -6.62365 4.34850
N 1.65083 -3.88006 -1.95458
N 0.62010 -1.10767 4.84255
C 3.68418 -3.19764 3.01309
C -2.73434 -0.05793 -2.93670
C 4.21897 -4.38173 3.49229
C 0.88852 2.60591 3.64230
C -2.37192 5.58187 -0.06407
C -0.97068 0.08985 6.14881
C 0.12085 5.18511 3.86906
C -3.41574 3.86542 -1.46945
C 3.38018 -5.42008 3.91905
C -1.73527 0.22560 5.00048
C -1.67248 2.72608 -2.19644
C 1.18910 -5.00702 0.19528
C 1.36678 1.34279 -3.50353
C 3.49670 -4.10911 -0.31141
C -3.26830 0.10062 -4.36383
C 0.91423 -4.95270 -1.30253
C -0.18679 -0.90985 3.78943
C -2.40874 2.89217 -0.81174
C -3.87982 0.25532 -1.96220
C 0.83665 4.61573 4.89617
C 0.14265 -0.52463 -4.50286
C -2.88740 3.44657 -2.87877
C -0.18126 4.40558 2.74319
C -0.34949 4.72508 -2.91342
C 1.23303 3.28610 4.78955
C -1.40171 5.15609 -3.83876
C -0.02913 0.90936 -3.98612
C 1.46545 -4.04693 3.36666
C 0.21835 -0.60170 6.00296
C 3.07913 -4.06030 -1.77322
C -3.19288 5.28105 -1.05965
C -1.60953 4.52409 0.64507
C -0.45670 3.60981 -2.19347
C -2.58090 4.54067 -3.85364
C 1.99419 -5.23431 3.84873
C -2.39545 -1.54092 -2.69316
C 2.30606 -3.03312 2.93015
C -0.46120 1.81825 -5.13820
H -1.43010 1.53865 -5.54884
H 0.34922 3.32695 -1.52619
H 0.27244 1.74737 -5.94724
H -0.51190 2.85961 -4.82819
H 4.33479 -2.38669 2.70946
H 0.71377 -5.84918 0.69702
H -2.56293 -0.25043 -5.11403
H -2.23581 6.60965 0.25122
H 4.86330 -6.59691 4.67605
H 1.79542 2.79385 5.56950
H 2.97967 -6.06212 0.18865
H -4.27203 1.26612 -2.05963
H 0.94603 -0.52594 -5.24421
H -1.65221 -1.92942 -3.38455
H 4.54059 -4.39415 -0.18292
H 0.55009 5.32430 -2.84042
H 2.07708 1.20814 -4.32401
H 1.40536 2.38797 -3.21070
H 1.35095 -2.99164 -1.56453
H -0.21125 6.21400 3.92615
H 3.31539 -7.18990 4.93030
H -3.35300 4.83733 -4.55406
H 1.33261 -6.01784 4.19847
H 0.88334 -4.07436 0.66403
H 1.18803 1.56881 3.52158
H -2.68515 0.74990 5.02294
H 3.37361 -4.97891 -2.29169
H -2.03063 -1.69457 -1.67511
H 1.08113 5.19835 5.77462
H -3.58784 0.08661 -0.92378
H -4.70310 -0.42995 -2.17928
H 2.84719 -5.01162 1.44312
H 0.87989 -0.76281 6.84821
H 3.30567 -3.15139 0.16750
H 0.43345 -1.21334 -3.70611
H -0.15631 -4.81833 -1.45276
H -1.06195 6.00776 1.88920
H -4.17684 -0.49961 -4.46824
H -0.74677 -0.91446 -4.99298
H -1.19105 5.96772 -4.52353
H -3.30547 -2.13411 -2.81887
H 5.29387 -4.50078 3.56359
H -4.46862 3.61633 -1.30991
H 0.39307 -3.89888 3.32686
H -3.52668 1.13050 -4.60674
H -3.58022 2.73915 -3.32497
H -3.74273 6.06270 -1.57047
H 3.61855 -3.24227 -2.25063
H -2.89702 1.96819 -0.52012
H -1.28698 0.49458 7.09835
H 1.18797 -5.89805 -1.78312
H 1.70490 0.72878 -2.66471

Cartesian forces, eV/Å:
-0.18 0.35 -0.18
0.06 -0.13 0.18
0.01 -0.04 -0.02
0.03 -0.07 0.04
-0.06 0.08 -0.01
-0.05 -0.17 0.08
0.00 0.00 -0.01
0.01 -0.06 -0.01
-0.02 -0.02 0.04
0.06 -0.01 0.01
0.08 0.05 0.02
0.00 -0.01 0.01
-0.19 -0.11 0.01
-0.03 0.00 0.02
-0.02 0.04 0.00
0.00 0.02 0.00
0.01 -0.03 0.00
-0.02 -0.02 0.02
-0.01 0.00 0.00
-0.01 0.00 0.00
-0.01 0.00 -0.01
-0.01 -0.01 -0.01
0.01 0.00 -0.01
-0.01 0.00 0.01
-0.01 0.00 0.00
-0.04 0.06 -0.08
0.00 -0.01 -0.01
0.06 0.04 0.03
-0.01 -0.01 -0.01
0.10 0.02 0.05
0.02 -0.02 -0.05
0.01 0.02 -0.01
0.02 -0.01 0.00
0.00 -0.01 0.00
0.02 -0.02 -0.01
0.01 0.02 0.00
-0.02 -0.01 0.01
0.01 -0.01 0.00
0.00 0.01 0.00
0.00 0.01 0.00
0.00 0.01 -0.01
0.00 -0.01 0.00
0.00 0.00 -0.02
0.02 0.01 -0.03
0.00 0.00 0.00
0.02 0.00 -0.01
0.01 -0.01 -0.01
0.00 0.00 0.00
-0.02 0.01 -0.01
0.01 0.00 -0.01
0.08 -0.02 -0.11
0.00 0.01 -0.01
0.03 0.01 0.00
0.00 0.00 0.00
0.00 0.00 0.00
-0.01 0.01 0.00
-0.01 0.00 0.00
0.01 -0.01 -0.02
-0.06 0.02 0.02
0.00 0.00 0.00
0.00 0.00 0.00
0.00 0.00 0.00
-0.01 0.01 -0.03
0.00 0.00 0.01
0.00 0.00 0.00
0.00 0.00 0.02
0.00 0.01 0.01
0.00 0.00 0.00
0.00 0.00 0.00
0.00 0.01 0.01
0.09 0.08 -0.01
0.00 0.00 0.00
0.00 0.00 0.00
0.00 0.00 0.00
-0.01 -0.01 0.00
-0.01 0.00 -0.01
0.05 -0.01 0.00
0.00 0.01 0.00
0.01 -0.01 0.01
0.00 0.00 0.00
0.00 0.00 0.00
0.00 0.00 0.00
0.00 0.00 0.00
0.01 0.02 0.07
0.00 0.00 0.00
-0.02 -0.04 0.00
0.00 0.00 0.00
0.00 0.03 0.01
0.00 0.00 0.00
-0.01 0.00 0.00
0.05 0.00 0.02
0.00 0.00 0.00
0.00 0.00 -0.01
-0.01 0.00 0.00
0.00 0.00 0.00
0.00 0.00 0.01
-0.01 0.02 0.01
0.00 -0.01 -0.02
0.00 0.00 0.00
0.00 -0.01 0.01
-0.02 -0.03 0.00
0.00 0.00 0.00
-0.01 -0.02 0.01
-0.01 0.01 0.00

Charge ... +1
Multiplicity ... 1
LUMO ... -1.894 eV
Energy above the lowest of the compared OMol25 structures with the same formula, charge and spin ... 112.8 kJ/mol
Total energy ... -2885.9383 Ha
Gap between HOMO and LUMO ... 8.0 eV

[2]
C38H53N4OP2PtS | ωB97M-V/def2-TZVPD

Geometry (Å):
Pt -0.28466 0.16129 -0.17971
S 5.48214 0.00781 3.37116
P -1.69046 -0.89759 1.55380
P 0.80785 1.67188 -1.60040
O 1.21804 -2.34035 -0.87222
N 3.53112 0.09664 1.62979
N -2.20237 0.37240 -0.87337
N 3.09373 1.18872 3.68781
N -1.03678 2.03455 0.55011
C -0.44338 -1.71076 2.82646
C 3.88674 0.49366 2.83432
C -0.54956 2.92857 -1.65587
C 0.64387 -1.36813 -0.59597
C -4.56013 0.42629 -1.48114
C -3.56111 -2.77613 2.87074
C 2.11976 4.24776 -1.49946
C 0.92230 -1.00948 2.78892
C -1.63661 4.30529 0.19670
C -2.44485 0.67118 1.92654
C -0.93918 -1.59398 4.26680
C -3.39272 -2.76134 0.35124
C -0.23392 -3.17769 2.39852
C -3.37257 0.49440 -0.60904
C 1.27542 2.38156 -4.27194
C 5.64432 -1.81934 -0.77527
C -1.06865 3.11461 -0.24843
C -6.83996 0.95598 -2.09259
C -2.36221 3.16292 2.17807
C -0.39318 0.55949 -3.86987
C 4.50580 -1.18472 -0.27355
C 6.84798 -1.38080 1.29881
C -4.65061 -1.01414 1.64638
C 3.58498 2.21602 -1.42271
C 4.53789 -0.63662 1.01979
C 2.23350 2.79888 -0.99610
C 6.81218 -1.90634 -0.00065
C -5.76427 1.09551 -1.20929
C 5.70969 -0.76082 1.80255
C -4.43474 -0.34678 -2.64951
C -2.21585 4.34003 1.46884
C -6.71537 0.17648 -3.24976
C 0.94623 1.16265 -3.40085
C 2.04298 0.09589 -3.55767
C -5.51235 -0.48230 -3.52854
C -3.39777 -1.90340 1.61951
C -1.92344 1.93848 1.60303
C 2.16971 2.82531 0.53835
H 1.29098 4.79131 -1.02944
H -3.03238 0.66407 2.85449
H 1.28311 2.04983 -5.32094
H -4.28773 -3.40426 0.35081
H 2.26585 2.80335 -4.05995
H -5.83696 1.71834 -0.31545
H 2.99342 3.44940 0.91791
H 1.33920 -0.91194 1.77937
H -2.50783 -3.41052 0.29327
H 0.22294 -3.25264 1.40371
H 0.89185 -0.00617 3.22850
H -0.24153 3.88789 -2.08539
H 4.38117 2.82354 -0.96373
H 2.02652 4.32214 -2.58932
H 7.69845 -2.38848 -0.41301
H 0.51863 3.17307 -4.18714
H -1.15722 -3.76712 2.38301
H -7.78324 1.45953 -1.88067
H 2.09568 -0.17953 -4.62155
H 3.57990 -1.10875 -0.84579
H -0.27685 0.22730 -4.91257
H 1.64780 -1.59532 3.37607
H -1.12679 -0.54555 4.53504
H -3.42599 -2.14367 -0.55406
H 7.73385 -1.43384 1.92802
H -4.52911 -3.29843 2.79051
H 2.35035 1.75718 3.30021
H 1.82264 -0.80976 -2.98059
H -7.55251 0.08095 -3.94216
H -3.61933 -2.16130 3.77829
H -1.59591 5.17056 -0.45995
H -5.40205 -1.09795 -4.42362
H -2.87358 3.12298 3.13752
H -0.68628 -0.30857 -3.26635
H 5.62296 -2.24868 -1.77863
H 0.44689 -3.66097 3.11711
H -2.56916 5.28699 1.87302
H -4.78649 -0.52722 2.61874
H 3.71881 1.18430 -1.07024
H 1.22959 3.25294 0.90802
H -4.64191 -0.23628 0.88087
H -5.53238 -1.64671 1.46064
H -3.48135 -0.84410 -2.86581
H -2.79579 -3.54611 2.99810
H 3.74262 2.25800 -2.50931
H -0.15324 -1.97905 4.93659
H 3.04185 4.77506 -1.21482
H -1.21205 1.28848 -3.84116
H 2.29432 1.81669 0.95477
H -1.36086 2.54759 -2.29799
H -1.83980 -2.17452 4.47728
H 3.52812 1.48753 4.55233
H 3.03233 0.46368 -3.26120

Cartesian forces, eV/Å:
0.53 -1.12 -0.12
0.03 -0.21 -0.65
0.53 -0.37 0.18
-0.41 0.96 -0.46
-1.43 1.74 0.30
0.04 0.48 1.11
-1.79 -0.16 -2.20
0.05 0.27 0.30
-0.76 0.02 0.05
-0.22 0.41 0.24
-0.03 -0.87 -1.50
0.07 0.18 0.28
2.20 -1.61 0.01
-0.01 -0.03 -1.00
0.13 -0.27 0.22
0.02 0.09 -0.18
-0.04 0.04 -0.44
-0.14 0.05 0.16
1.50 0.67 3.02
-0.15 -0.24 0.42
-0.20 -0.30 -0.19
-0.21 -0.05 -0.14
-1.11 0.82 0.08
0.07 0.04 -0.26
-0.15 0.17 0.30
0.06 -0.46 0.23
0.19 -0.02 -0.07
-0.43 -0.69 -0.09
-0.02 -0.02 0.15
0.08 0.02 0.33
-0.08 -0.11 -0.15
-0.10 0.42 -0.18
0.29 0.00 0.03
0.65 0.20 0.34
0.04 -0.37 0.07
-0.10 0.14 0.30
0.21 -0.40 -0.25
-0.06 -0.17 -0.41
-0.47 -0.11 -0.19
0.36 0.29 -0.22
0.17 -0.03 0.13
0.24 -0.08 0.12
0.14 0.02 -0.10
0.11 0.16 0.31
0.28 -0.36 -0.49
0.66 1.02 -0.37
-0.04 -0.17 0.31
0.17 -0.14 -0.09
-0.24 0.12 -0.59
0.00 0.11 0.23
0.26 0.14 -0.02
-0.26 -0.12 -0.03
-0.05 -0.20 -0.21
-0.16 -0.10 -0.16
-0.17 -0.05 0.39
-0.18 0.11 0.04
-0.03 0.05 0.22
-0.16 -0.19 -0.10
0.02 -0.32 0.10
-0.20 -0.19 -0.08
0.01 0.03 0.27
-0.24 0.13 0.15
0.19 -0.18 -0.01
0.36 0.17 -0.03
0.25 -0.09 -0.08
0.00 -0.01 0.28
0.32 -0.07 0.06
0.02 0.11 0.27
-0.31 0.09 -0.06
0.06 -0.20 -0.02
0.04 -0.11 0.21
-0.04 -0.12 -0.30
0.29 0.20 -0.12
0.26 -0.17 0.14
0.01 0.15 -0.14
0.18 0.03 0.25
-0.01 -0.21 -0.26
-0.14 -0.09 0.23
-0.11 0.23 0.23
-0.03 0.11 -0.27
0.03 0.20 -0.09
0.03 0.13 0.32
-0.15 0.22 -0.20
0.01 -0.26 -0.04
-0.03 -0.20 -0.11
-0.04 0.27 -0.13
0.21 -0.01 -0.10
-0.01 -0.20 0.25
0.32 0.03 0.11
-0.37 0.22 0.17
-0.28 0.22 0.05
-0.08 -0.01 0.32
-0.19 0.18 -0.16
-0.18 -0.18 -0.05
0.15 -0.22 -0.05
-0.06 0.25 -0.18
0.12 -0.05 0.51
0.29 0.17 -0.04
-0.33 0.16 -0.30
-0.27 -0.14 -0.10

Charge ... +1
Multiplicity ... 3
LUMO (spin up / spin down) ... -2.751 / -4.637 eV
Energy above the lowest of the compared OMol25 structures with the same formula, charge and spin ... 0.0 kJ/mol
Total energy ... -2973.9761 Ha
Gap between HOMO and LUMO (spin up / spin down) ... 4.8 / 5.5 eV

Question: What is the multiplicity in the second record?
Answer: 3

Question: charge of number 1 (C38H52N9O2PRbS)?
Answer: +1